(1)
Entry from the Open Molecules 2025 dataset: C36H48GeIrNS3 as an isolated structure at a distorted geometry (ωB97M-V/def2-TZVPD).

Each line ends with the Löwdin charge.
Geometry (Å):
Ir: -2.76 -0.01 0.64  1.1288
C: -5.22 -1.82 -1.46  -0.5400
C: -4.66 -0.62 -2.26  -0.4052
S: -3.23 0.33 -1.57  0.8604
C: -1.87 -0.18 -2.63  -0.4477
C: -0.63 -0.74 -1.93  -0.4315
S: -0.96 -1.46 -0.23  0.8455
C: -1.69 -3.03 -0.86  -0.4442
C: -3.09 -3.41 -0.49  -0.5273
S: -4.37 -3.35 -1.78  0.9528
H: -6.21 -1.99 -1.88  0.0818
H: -5.38 -1.53 -0.37  0.0614
H: -5.43 0.17 -2.39  0.0975
H: -4.28 -0.92 -3.21  0.0647
H: -1.55 0.74 -3.22  0.1199
H: -2.23 -0.97 -3.34  0.1043
H: 0.21 -0.06 -1.65  0.0646
H: -0.22 -1.56 -2.53  0.0975
H: -1.03 -3.74 -0.38  0.0825
H: -1.49 -3.10 -1.93  0.0827
H: -3.39 -3.02 0.53  0.0647
H: -3.07 -4.50 -0.34  0.0816
C: -1.47 1.76 2.94  -0.0478
N: -1.69 1.75 1.47  -0.3560
C: -0.38 1.94 0.79  -0.0888
C: -2.58 2.96 1.15  -0.1180
C: -3.98 2.53 1.29  -0.2292
C: -5.05 3.41 1.36  0.0261
C: -6.37 2.93 1.29  0.0210
C: -6.59 1.56 1.30  -0.0189
C: -5.54 0.67 1.07  -0.1044
C: -4.26 1.17 1.06  -0.3447
H: -0.70 2.48 3.33  0.1278
H: -1.26 0.76 3.24  0.0498
H: -2.43 2.13 3.43  0.1243
H: 0.24 2.78 1.22  0.1298
H: -0.50 2.18 -0.27  0.0856
H: 0.19 1.02 0.86  0.0591
H: -2.27 3.24 0.10  0.1536
H: -2.32 3.72 1.88  0.1433
H: -4.86 4.49 1.55  0.1492
H: -7.22 3.62 1.31  0.1380
H: -7.57 1.22 1.49  0.1152
H: -5.80 -0.43 1.02  0.1079
C: -4.45 -0.70 4.02  -0.0540
C: -3.96 -1.78 3.00  -0.4772
C: -3.62 -3.10 3.66  -0.0992
C: -2.67 -1.37 2.21  -0.3208
H: -5.24 -1.13 4.60  0.0755
H: -4.90 0.20 3.53  0.0687
H: -3.70 -0.34 4.73  0.0862
H: -4.77 -2.02 2.25  0.1253
H: -3.01 -3.07 4.65  0.1292
H: -3.14 -3.81 2.96  0.0718
H: -4.60 -3.66 3.86  0.1169
H: -2.25 -2.33 1.85  0.0120
H: -1.84 -0.97 2.89  0.0920
C: 4.30 -1.10 0.90  -0.2861
Ge: 3.89 0.35 -0.31  1.0351
C: 5.10 1.84 0.23  -0.3489
C: 6.01 2.47 -0.57  -0.1239
C: 6.58 3.69 -0.19  -0.0760
C: 6.24 4.30 1.00  -0.1066
C: 5.44 3.66 1.89  -0.0985
C: 4.86 2.46 1.48  -0.1474
C: 4.43 -0.02 -2.18  -0.2970
C: 3.46 0.13 -3.11  -0.1901
C: 3.52 -0.43 -4.36  -0.0915
C: 4.65 -1.14 -4.74  -0.0339
C: 5.68 -1.41 -3.85  -0.1404
C: 6.87 -2.13 -4.17  -0.0219
C: 7.93 -2.28 -3.26  -0.0617
C: 7.84 -1.70 -1.97  -0.0421
C: 6.69 -0.96 -1.62  -0.0540
C: 5.62 -0.74 -2.51  -0.1567
H: 3.40 -1.77 0.93  0.0002
H: 4.55 -0.82 2.01  0.0629
H: 5.15 -1.72 0.56  0.0159
H: 6.39 2.01 -1.51  0.1094
H: 7.36 4.17 -0.84  0.1256
H: 6.79 5.18 1.33  0.1124
H: 5.23 3.98 2.93  0.1149
H: 4.33 1.85 2.19  0.0759
H: 2.57 0.65 -2.76  0.0643
H: 2.61 -0.38 -4.97  0.1046
H: 4.66 -1.39 -5.78  0.1113
H: 7.06 -2.44 -5.22  0.1243
H: 8.74 -2.93 -3.53  0.1033
H: 8.57 -1.85 -1.22  0.0955
H: 6.60 -0.59 -0.63  0.0771

Its energy above the lowest of the compared OMol25 structures with the same formula, charge and spin is 117.4 kJ/mol. The calculation puts the gap between HOMO and LUMO (alpha / beta) at 6.03 / 1.78 eV. As for the highest occupied orbital energy (alpha / beta): -0.4145 / -0.4166 Eh. As for the spin multiplicity: 5. As for the charge: +2.

(2)
Entry from the Open Molecules 2025 dataset: a 10-piece molecular cluster, C38H90Cl8N2O18P4 overall at a distorted geometry (ωB97M-V/def2-TZVPD).

Each line ends with the Löwdin charge.
Geometry (Å):
C: -13.99 4.61 19.85  -0.0650
C: -14.47 4.05 18.50  -0.2541
O: -13.28 3.63 17.78  -0.1775
P: -13.26 2.21 17.04  0.4012
O: -12.23 1.93 16.04  -0.2210
O: -14.75 2.05 16.48  -0.2158
C: -15.38 2.85 15.49  -0.2738
C: -15.75 1.99 14.29  -0.0657
O: -13.32 1.15 18.24  -0.2013
C: -14.10 -0.07 18.16  -0.2469
C: -13.45 -1.15 18.97  -0.0712
H: -13.38 3.85 20.33  0.0639
H: -13.36 5.49 19.73  0.0560
H: -14.86 4.87 20.45  0.0732
H: -15.16 3.22 18.64  0.1169
H: -15.00 4.79 17.90  0.0862
H: -16.33 3.19 15.91  0.1150
H: -14.87 3.79 15.28  0.1242
H: -16.26 1.10 14.65  0.0792
H: -16.27 2.56 13.53  0.0775
H: -14.88 1.50 13.84  0.0793
H: -15.09 0.22 18.51  0.1237
H: -14.18 -0.33 17.10  0.1195
H: -14.16 -1.98 18.97  0.0859
H: -12.56 -1.53 18.47  0.0847
H: -13.23 -0.86 20.00  0.0628
C: -11.68 12.19 25.91  -0.0762
C: -13.20 12.18 25.91  -0.2486
O: -13.70 13.43 25.41  -0.1811
P: -14.68 14.34 26.31  0.4102
O: -16.12 14.06 26.18  -0.2388
O: -14.09 14.24 27.79  -0.1898
C: -14.91 14.08 28.96  -0.2546
C: -14.58 15.20 29.93  -0.0731
O: -14.26 15.80 25.84  -0.1920
C: -14.58 16.26 24.50  -0.2594
C: -14.71 17.75 24.54  -0.0793
H: -11.32 11.21 26.23  0.0328
H: -11.28 12.36 24.91  0.0806
H: -11.21 12.91 26.57  0.0830
H: -13.59 11.42 25.24  0.1127
H: -13.56 12.02 26.93  0.1055
H: -15.96 14.15 28.68  0.1088
H: -14.72 13.09 29.39  0.1206
H: -13.59 15.11 30.38  0.0747
H: -14.63 16.20 29.50  0.0790
H: -15.33 15.13 30.73  0.0780
H: -13.79 15.84 23.87  0.1189
H: -15.53 15.80 24.21  0.1144
H: -15.58 18.12 25.07  0.0799
H: -13.84 18.28 24.95  0.0778
H: -14.84 18.18 23.55  0.0768
C: -8.26 7.10 22.12  -0.0353
C: -7.96 5.62 22.16  -0.2500
O: -8.59 5.08 20.98  -0.1811
P: -8.95 3.52 20.97  0.4349
O: -9.66 2.97 22.13  -0.2106
O: -9.75 3.37 19.59  -0.1655
C: -10.58 2.21 19.37  -0.2439
C: -9.95 0.89 19.77  -0.0509
O: -7.52 2.84 20.73  -0.1844
C: -6.76 3.17 19.54  -0.2663
C: -5.41 2.53 19.61  -0.0671
H: -7.90 7.53 21.18  0.0894
H: -9.33 7.25 22.19  0.0632
H: -7.82 7.66 22.95  0.0616
H: -6.91 5.34 22.20  0.1194
H: -8.37 5.18 23.08  0.0897
H: -11.51 2.39 19.92  0.0942
H: -10.88 2.25 18.33  0.0889
H: -10.50 0.02 19.42  0.0714
H: -8.97 0.79 19.29  0.0791
H: -9.79 0.81 20.85  0.0688
H: -7.37 2.79 18.71  0.1146
H: -6.72 4.25 19.40  0.1194
H: -4.84 2.85 20.48  0.0804
H: -5.49 1.44 19.68  0.0799
H: -4.85 2.77 18.71  0.0818
C: -13.39 -2.48 22.39  -0.0744
C: -13.51 -1.67 23.66  -0.2330
O: -13.56 -0.28 23.21  -0.2018
P: -14.34 0.80 24.08  0.4016
O: -15.79 0.64 24.18  -0.2199
O: -13.55 0.75 25.49  -0.2121
C: -14.15 0.08 26.62  -0.2627
C: -13.02 -0.24 27.56  -0.0822
O: -13.82 2.20 23.53  -0.1644
C: -12.42 2.48 23.44  -0.2630
C: -12.14 3.77 24.20  -0.0724
H: -12.41 -2.34 21.94  0.0798
H: -13.53 -3.53 22.67  0.0836
H: -14.14 -2.24 21.64  0.0671
H: -14.42 -1.91 24.21  0.1129
H: -12.64 -1.74 24.32  0.1234
H: -14.87 0.77 27.06  0.1219
H: -14.64 -0.84 26.29  0.1039
H: -12.42 0.65 27.73  0.0552
H: -13.36 -0.69 28.49  0.0781
H: -12.35 -0.95 27.07  0.0688
H: -11.80 1.63 23.72  0.1042
H: -12.20 2.62 22.37  0.0979
H: -11.15 4.19 23.99  0.0198
H: -12.94 4.46 23.94  0.0817
H: -12.29 3.52 25.25  0.1014
C: -11.60 8.89 24.18  -0.0477
N: -11.57 7.50 23.80  -0.1581
C: -12.36 7.19 22.62  -0.0421
C: -10.77 6.62 24.44  -0.3254
O: -10.01 6.95 25.34  -0.0377
H: -11.61 9.50 23.27  0.0934
H: -10.75 9.21 24.78  0.0748
H: -12.51 9.18 24.70  0.0865
H: -12.63 6.13 22.55  0.0782
H: -13.33 7.65 22.76  0.0548
H: -11.90 7.56 21.71  0.0645
H: -10.76 5.65 23.92  0.1012
C: -12.50 11.28 18.17  -0.0701
N: -11.74 10.64 19.22  -0.1913
C: -12.35 9.45 19.78  -0.0690
C: -10.56 11.13 19.64  -0.3465
O: -9.89 10.73 20.57  0.0062
H: -11.98 12.16 17.79  0.0831
H: -13.51 11.53 18.46  0.0905
H: -12.51 10.67 17.26  0.0910
H: -13.16 9.77 20.44  0.0834
H: -12.72 8.77 19.01  0.0223
H: -11.56 8.89 20.29  0.0660
H: -10.21 12.00 19.05  0.1331
Cl: -12.96 7.13 27.50  0.5499
C: -11.43 7.29 28.41  -0.6455
C: -10.69 8.58 28.03  -0.6485
Cl: -11.46 9.94 28.87  0.5661
H: -10.86 6.40 28.18  0.0506
H: -11.62 7.19 29.47  0.0646
H: -10.74 8.74 26.96  0.0200
H: -9.64 8.59 28.30  0.0658
Cl: -4.92 6.94 24.71  0.5273
C: -6.00 8.32 25.10  -0.6437
C: -7.16 7.82 25.96  -0.7052
Cl: -6.56 7.21 27.50  0.5579
H: -6.34 8.81 24.19  0.0611
H: -5.40 9.07 25.62  0.0648
H: -7.72 7.06 25.44  0.0244
H: -7.87 8.63 26.16  0.0676
Cl: -8.69 4.29 26.89  0.5631
C: -8.15 3.19 25.59  -0.6232
C: -9.32 2.43 25.00  -0.6577
Cl: -9.89 1.23 26.21  0.5750
H: -7.34 2.55 25.93  0.0731
H: -7.81 3.88 24.81  0.0511
H: -9.03 1.93 24.08  0.0633
H: -10.12 3.15 24.79  0.0040
Cl: -15.84 8.52 21.63  0.5762
C: -16.87 7.71 20.43  -0.6389
C: -16.54 8.16 19.00  -0.6215
Cl: -14.92 7.67 18.45  0.6284
H: -17.90 7.93 20.67  0.0765
H: -16.64 6.65 20.49  0.0528
H: -16.64 9.23 18.87  0.0683
H: -17.33 7.74 18.37  0.0770

The calculation puts the gap between HOMO and LUMO at 9.62 eV. The structure (SMILES) is CCOP(=O)(OCC)OCC.CCOP(=O)(OCC)OCC.CCOP(=O)(OCC)OCC.CCOP(=O)(OCC)OCC.CN(C)C=O.CN(C)C=O.ClCCCl.ClCCCl.ClCCCl.ClCCCl. As for the highest occupied orbital energy: -0.3477 Eh.

E_tot (computed, eV): -131440.086; -218047.871